The following is a quantum chemistry calculation of a structure of composition C38H54BrIInPSi2 at a distorted geometry, from the OMol25 dataset.

As for the lowest unoccupied orbital energy: -5.49 eV. As for the HOMO energy: -13.84 eV. The calculation puts the energy above the lowest of the compared OMol25 structures with the same formula, charge and spin at 0.060 eV. As for the charge: +2. The value obtained for the strongest force on any atom is 2.92 eV Å⁻¹.

Positions of all 98 atoms, in Å:
1 In 12.133 11.934 9.544
2 I 14.859 11.479 8.535
3 C 15.808 12.179 10.339
4 C 16.860 12.979 10.057
5 C 17.663 13.590 11.034
6 C 17.486 13.193 12.326
7 C 16.498 12.242 12.654
8 C 16.449 11.690 13.955
9 C 15.542 10.754 14.307
10 C 14.482 10.465 13.447
11 C 14.390 11.131 12.259
12 P 12.624 10.900 11.716
13 C 12.229 9.136 11.838
14 C 12.666 8.199 10.857
15 C 12.398 6.866 11.091
16 C 11.942 6.475 12.289
17 C 11.473 7.371 13.222
18 C 11.662 8.724 13.017
19 C 11.574 11.867 12.822
20 C 12.135 12.985 13.493
21 C 11.326 13.895 14.210
22 C 9.924 13.677 14.187
23 C 9.343 12.628 13.503
24 C 10.163 11.692 12.879
25 C 15.499 11.833 11.671
26 H 17.285 13.162 9.068
27 H 18.447 14.251 10.633
28 H 18.014 13.536 13.181
29 H 17.193 11.998 14.689
30 H 15.551 10.313 15.278
31 H 13.727 9.839 13.913
32 H 13.162 8.604 9.983
33 H 12.601 6.164 10.307
34 H 11.922 5.433 12.565
35 H 11.054 7.104 14.169
36 H 11.277 9.408 13.732
37 H 13.183 13.138 13.555
38 H 11.803 14.743 14.759
39 H 9.313 14.366 14.726
40 H 8.281 12.459 13.649
41 H 9.740 10.804 12.377
42 C 12.640 16.655 5.789
43 C 13.095 15.934 7.064
44 C 12.928 14.434 6.776
45 C 14.590 16.174 7.230
46 Si 12.248 16.387 8.747
47 Br 12.657 14.407 10.141
48 C 13.050 17.739 9.847
49 C 14.425 17.405 10.412
50 C 12.106 17.953 11.028
51 C 13.088 19.030 8.980
52 C 10.363 16.396 8.742
53 C 9.960 15.221 7.838
54 C 9.655 16.167 9.999
55 C 9.871 17.794 8.162
56 H 13.413 16.454 4.976
57 H 12.650 17.717 5.824
58 H 11.694 16.259 5.456
59 H 13.562 14.208 5.923
60 H 11.902 14.201 6.497
61 H 13.266 13.769 7.601
62 H 15.125 16.023 6.311
63 H 15.045 15.571 8.017
64 H 14.855 17.247 7.441
65 H 14.529 16.461 10.964
66 H 14.690 18.218 11.128
67 H 15.235 17.412 9.659
68 H 11.794 16.934 11.476
69 H 11.141 18.429 10.716
70 H 12.498 18.603 11.800
71 H 13.601 18.885 8.044
72 H 13.672 19.757 9.480
73 H 12.229 19.492 8.652
74 H 10.468 14.250 8.219
75 H 10.145 15.431 6.755
76 H 8.833 15.095 7.865
77 H 9.995 15.311 10.499
78 H 8.636 16.005 9.687
79 H 9.658 17.060 10.651
80 H 10.165 17.937 7.112
81 H 10.342 18.540 8.792
82 H 8.816 17.832 8.259
83 C 7.984 10.605 7.277
84 Si 8.870 10.999 8.838
85 C 8.807 9.446 9.903
86 C 8.052 12.379 9.679
87 C 10.650 11.414 8.154
88 H 7.194 9.825 7.321
89 H 8.745 10.404 6.543
90 H 7.616 11.573 6.948
91 H 7.786 9.136 10.021
92 H 9.415 9.306 10.820
93 H 9.282 8.715 9.227
94 H 6.943 12.261 9.808
95 H 8.113 13.199 9.030
96 H 8.471 12.686 10.619
97 H 10.560 12.173 7.395
98 H 10.918 10.462 7.678

Here are the Mulliken charges for atoms 1 to 6, given in e: number 1, In, carries 0.901; number 2, I, carries 0.057; number 3, C, carries 0.142; number 4, C, carries -0.321; number 5, C, carries -1.129; number 6, C, carries -0.718

The following is a quantum chemistry calculation of a structure of composition C22H32MgN2OSSbSe4 at a distorted geometry, from the OMol25 dataset.

As for the lowest unoccupied orbital energy: 0.84 eV. As for the HOMO energy: -2.98 eV. The calculation puts the energy above the lowest of the compared OMol25 structures with the same formula, charge and spin at 2.838 eV. As for the charge: -1. The value obtained for the strongest force on any atom is 1.78 eV Å⁻¹.

Positions of all 64 atoms, in Å:
1 Mg -1.415 -0.770 -2.290
2 C 5.064 -1.998 -0.540
3 C 4.634 -0.793 -1.391
4 C 4.849 0.503 -0.598
5 C 5.506 -0.752 -2.646
6 C 3.154 -0.945 -1.727
7 C 2.679 -1.035 -3.028
8 C 1.333 -1.262 -3.233
9 N 0.453 -1.395 -2.237
10 C 0.872 -1.203 -0.964
11 C 2.217 -1.016 -0.702
12 C -0.184 -1.213 0.105
13 C 0.086 -1.018 1.443
14 C -0.956 -1.027 2.378
15 C -2.242 -1.220 1.897
16 C -2.449 -1.393 0.534
17 N -1.439 -1.401 -0.330
18 C -0.641 -0.860 3.861
19 C 0.200 -2.064 4.314
20 C -1.911 -0.806 4.712
21 C 0.151 0.433 4.087
22 H 6.132 -1.935 -0.321
23 H 4.877 -2.933 -1.071
24 H 4.525 -2.036 0.408
25 H 5.904 0.607 -0.339
26 H 4.274 0.513 0.328
27 H 4.554 1.372 -1.189
28 H 6.555 -0.686 -2.354
29 H 5.277 0.116 -3.267
30 H 5.384 -1.654 -3.249
31 H 3.327 -0.928 -3.884
32 H 0.936 -1.361 -4.235
33 H 2.542 -0.915 0.324
34 H 1.103 -0.851 1.772
35 H -3.112 -1.217 2.536
36 H -3.457 -1.507 0.126
37 H -0.327 -2.999 4.113
38 H 0.394 -2.002 5.387
39 H 1.160 -2.099 3.796
40 H -2.499 -1.720 4.619
41 H -2.543 0.040 4.434
42 H -1.635 -0.691 5.762
43 H 1.093 0.440 3.536
44 H 0.385 0.541 5.148
45 H -0.432 1.302 3.777
46 Se -5.935 -1.046 0.302
47 Sb -6.117 -0.807 -2.129
48 Se -3.615 -0.537 -2.691
49 Se -6.942 1.389 -2.781
50 Se -6.963 -2.736 -3.329
51 O -1.066 1.207 -2.396
52 S -2.406 2.009 -2.494
53 C -1.799 3.748 -2.456
54 C -2.759 4.445 -1.501
55 C -2.785 3.538 -0.274
56 C -3.075 2.136 -0.807
57 H -1.832 4.124 -3.477
58 H -0.770 3.752 -2.090
59 H -3.758 4.481 -1.947
60 H -2.455 5.467 -1.271
61 H -3.534 3.838 0.458
62 H -1.803 3.562 0.207
63 H -4.145 1.929 -0.904
64 H -2.622 1.337 -0.226

Here are the Mulliken charges for atoms 1 to 6, given in e: number 1, Mg, carries 0.232; number 2, C, carries -1.591; number 3, C, carries 2.023; number 4, C, carries -1.595; number 5, C, carries -2.229; number 6, C, carries 0.144

The following is a quantum chemistry calculation of the molecule C4H9NO4 at a distorted geometry, from the OMol25 dataset.

As for the lowest unoccupied orbital energy: 0.44 eV. As for the HOMO energy: -9.38 eV. The SMILES is CO[C@H]1C[NH2+][C@]([O-])(O)O1. The calculation puts the energy above the lowest of the compared OMol25 structures with the same formula, charge and spin at 2.286 eV. The value obtained for the strongest force on any atom is 2.87 eV Å⁻¹.

Positions of all 18 atoms, in Å:
1 C 2.821 -0.354 -0.146
2 O 1.740 0.525 -0.388
3 C 0.566 0.180 0.243
4 C -0.451 1.328 0.082
5 N -1.670 0.682 -0.401
6 C -1.409 -0.948 -0.342
7 O -2.020 -1.594 -1.207
8 O -1.849 -1.096 1.087
9 O -0.013 -0.941 -0.391
10 H 2.633 -1.347 -0.581
11 H 3.707 0.086 -0.618
12 H 3.002 -0.459 0.936
13 H 0.757 -0.061 1.303
14 H -0.649 1.818 1.039
15 H -0.076 2.064 -0.636
16 H -1.911 0.923 -1.360
17 H -2.485 0.753 0.326
18 H -2.693 -1.557 1.054

Here are the Mulliken charges for atoms 1 to 6, given in e: number 1, C, carries -0.684; number 2, O, carries -0.387; number 3, C, carries 0.423; number 4, C, carries -0.767; number 5, N, carries -0.175; number 6, C, carries 0.596

The following is a quantum chemistry calculation of a structure of composition C38H38BrCsN6O4 at a distorted geometry, from the OMol25 dataset.

As for the lowest unoccupied orbital energy: 3.72 eV. As for the HOMO energy: -1.36 eV. The calculation puts the energy above the lowest of the compared OMol25 structures with the same formula, charge and spin at 0.641 eV. As for the charge: -2. The value obtained for the strongest force on any atom is 1.57 eV Å⁻¹.

Positions of all 88 atoms, in Å:
1 Cs 1.162 1.076 -0.348
2 C 3.795 -1.783 -0.787
3 N 3.259 -1.350 0.485
4 C 2.284 -2.309 0.991
5 C 4.207 -0.938 1.466
6 C 5.565 -1.183 1.326
7 C 6.492 -0.779 2.288
8 C 6.029 -0.131 3.421
9 C 4.677 0.127 3.579
10 C 3.717 -0.228 2.610
11 N 2.409 0.156 2.646
12 C 1.750 0.261 3.824
13 C 1.980 -0.575 4.940
14 C 1.194 -0.545 6.080
15 C 0.139 0.344 6.183
16 C -0.100 1.213 5.116
17 C 0.668 1.197 3.961
18 N 0.390 2.083 2.879
19 C 1.490 2.989 2.564
20 C -0.841 2.834 2.968
21 H 4.395 -2.708 -0.716
22 H 2.958 -1.985 -1.456
23 H 4.423 -1.003 -1.222
24 H 2.745 -3.295 1.167
25 H 1.867 -1.937 1.925
26 H 1.478 -2.426 0.263
27 H 5.919 -1.706 0.448
28 H 7.548 -0.975 2.145
29 H 6.727 0.195 4.185
30 H 4.330 0.667 4.453
31 H 2.786 -1.296 4.864
32 H 1.405 -1.238 6.889
33 H -0.489 0.376 7.065
34 H -0.909 1.926 5.204
35 H 1.551 3.808 3.300
36 H 2.428 2.440 2.558
37 H 1.336 3.430 1.578
38 H -0.815 3.602 3.763
39 H -1.010 3.346 2.020
40 H -1.690 2.178 3.162
41 O 0.569 -1.950 -4.830
42 C 0.122 -3.146 -4.765
43 C 0.092 -4.037 -5.880
44 C -0.399 -5.321 -5.772
45 C -0.892 -5.819 -4.565
46 C -0.891 -4.970 -3.464
47 C -0.420 -3.672 -3.547
48 C -0.482 -2.747 -2.360
49 O 0.639 -1.911 -2.247
50 N -1.709 -1.962 -2.472
51 N -2.093 -1.233 -1.445
52 C -3.228 -0.643 -1.470
53 C -3.714 0.142 -0.340
54 Br -2.481 0.409 1.067
55 C -4.938 0.684 -0.343
56 C -5.626 1.528 0.646
57 C -5.469 1.392 2.026
58 C -6.165 2.214 2.898
59 C -7.036 3.181 2.415
60 C -7.214 3.315 1.046
61 C -6.520 2.492 0.174
62 H 0.817 -1.663 -3.189
63 H 0.486 -3.666 -6.820
64 H -0.390 -5.965 -6.648
65 H -1.263 -6.834 -4.486
66 H -1.271 -5.324 -2.509
67 H -0.543 -3.317 -1.428
68 H -2.338 -2.156 -3.240
69 H -3.898 -0.722 -2.331
70 H -5.501 0.510 -1.257
71 H -4.802 0.638 2.418
72 H -6.023 2.095 3.965
73 H -7.573 3.825 3.101
74 H -7.890 4.065 0.653
75 H -6.655 2.602 -0.896
76 O 1.920 5.028 -2.773
77 C 1.509 3.952 -2.316
78 O 1.631 3.484 -1.154
79 C 0.803 3.013 -3.321
80 C 1.201 3.025 -4.655
81 C 0.658 2.096 -5.525
82 C -0.295 1.204 -5.054
83 C -0.669 1.299 -3.724
84 N -0.130 2.171 -2.868
85 H 1.943 3.751 -4.959
86 H 0.988 2.048 -6.557
87 H -0.694 0.413 -5.671
88 H -1.414 0.625 -3.313

Here are the Mulliken charges for atoms 1 to 6, given in e: number 1, Cs, carries 1.196; number 2, C, carries -0.968; number 3, N, carries 0.628; number 4, C, carries -0.325; number 5, C, carries 0.102; number 6, C, carries -0.163